[1]
This record from the OMol25 dataset describes a cluster of 4 separate species, C20H51N3O8 in total at a distorted geometry. The level of theory is ωB97M-V/def2-TZVPD.

F_max ... 0.0770 hartree/bohr
HOMO level ... -8.67 eV
SMILES ... COCCNCCOC.COCCNCCOC.COCCNCCOC.OCCO
HOMO-LUMO gap ... 9.22 eV
Charge ... 0

CARTESIAN COORDINATES (ANGSTROEM)
C (-2.36, 1.08, 0.78)
O (-3.73, 1.19, 1.18)
C (-3.82, 1.30, 2.61)
C (-4.69, 0.13, 3.17)
N (-5.97, 0.30, 2.73)
C (-6.77, -0.96, 2.97)
C (-8.24, -0.60, 3.22)
O (-9.13, -0.88, 2.21)
C (-9.39, -2.20, 1.93)
H (-1.74, 1.89, 1.17)
H (-2.46, 1.23, -0.29)
H (-1.95, 0.07, 0.87)
H (-4.49, 2.16, 2.57)
H (-2.98, 1.30, 3.30)
H (-4.59, 0.15, 4.26)
H (-4.31, -0.83, 2.81)
H (-5.75, 0.38, 1.75)
H (-6.43, -1.63, 3.76)
H (-6.81, -1.56, 2.06)
H (-8.30, 0.45, 3.50)
H (-8.68, -0.91, 4.17)
H (-8.52, -2.86, 1.97)
H (-9.87, -2.20, 0.95)
H (-10.07, -2.50, 2.71)
C (-1.81, -8.00, 5.05)
O (-0.36, -7.91, 5.07)
C (0.27, -6.68, 5.44)
C (-0.09, -5.39, 4.63)
N (0.80, -5.27, 3.46)
C (0.45, -4.06, 2.68)
C (1.59, -3.80, 1.64)
O (2.94, -3.75, 2.30)
C (3.95, -3.20, 1.41)
H (-2.05, -8.84, 4.41)
H (-2.36, -7.20, 4.56)
H (-2.17, -8.28, 6.04)
H (1.33, -6.83, 5.63)
H (-0.10, -6.50, 6.45)
H (-0.03, -4.54, 5.30)
H (-1.02, -5.40, 4.07)
H (1.77, -5.22, 3.74)
H (0.26, -3.25, 3.39)
H (-0.46, -4.34, 2.14)
H (1.24, -2.87, 1.20)
H (1.79, -4.61, 0.94)
H (3.66, -2.88, 0.41)
H (4.70, -4.00, 1.38)
H (4.56, -2.47, 1.95)
C (7.34, 7.86, -7.60)
O (6.01, 7.73, -7.13)
C (5.81, 6.40, -6.56)
C (4.34, 6.34, -6.06)
N (4.05, 5.35, -4.95)
C (2.70, 4.89, -5.10)
C (2.16, 4.02, -3.94)
O (2.65, 2.71, -3.94)
C (1.81, 1.77, -4.68)
H (7.47, 7.12, -8.39)
H (7.91, 7.61, -6.70)
H (7.75, 8.81, -7.95)
H (6.53, 6.12, -5.79)
H (6.07, 5.59, -7.24)
H (3.66, 6.36, -6.91)
H (4.16, 7.30, -5.58)
H (4.58, 4.49, -4.96)
H (2.63, 4.29, -6.00)
H (1.97, 5.69, -5.16)
H (1.08, 4.00, -4.05)
H (2.21, 4.52, -2.97)
H (2.46, 0.99, -5.07)
H (1.49, 2.04, -5.68)
H (1.04, 1.21, -4.14)
O (1.27, -0.53, 0.35)
C (2.46, 0.23, 0.41)
C (2.87, 1.03, -0.87)
O (2.01, 2.05, -1.24)
H (0.54, 0.05, 0.58)
H (2.47, 0.98, 1.20)
H (3.29, -0.35, 0.82)
H (2.94, 0.36, -1.73)
H (3.93, 1.27, -0.79)
H (2.56, 2.51, -1.87)

Atomic partial charges in e from the Löwdin method, atoms 1 to 2:
1. C -0.10
2. O -0.20


[2]
This record from the OMol25 dataset describes a cluster of 8 separate species, C28H46Br2O4 in total at a distorted geometry. The level of theory is ωB97M-V/def2-TZVPD.

F_max ... 0.0450 hartree/bohr
HOMO level ... -9.03 eV
SMILES ... c1ccccc1.c1ccccc1.c1ccccc1.BrCCBr.CCO.CCO.CCO.CCO
HOMO-LUMO gap ... 9.32 eV
Charge ... 0

CARTESIAN COORDINATES (ANGSTROEM)
C (10.87, 3.49, -25.03)
C (11.55, 4.33, -24.17)
C (12.15, 3.84, -23.01)
C (12.05, 2.48, -22.72)
C (11.46, 1.61, -23.61)
C (10.82, 2.12, -24.75)
H (10.47, 3.96, -25.92)
H (11.58, 5.38, -24.41)
H (12.52, 4.54, -22.27)
H (12.26, 2.13, -21.71)
H (11.34, 0.55, -23.48)
H (10.44, 1.42, -25.48)
C (8.36, 2.10, -16.35)
C (8.29, 0.77, -16.74)
C (8.26, -0.19, -15.73)
C (8.31, 0.17, -14.39)
C (8.37, 1.54, -14.05)
C (8.49, 2.51, -15.04)
H (8.27, 2.85, -17.13)
H (8.29, 0.50, -17.79)
H (8.35, -1.23, -16.02)
H (8.22, -0.65, -13.69)
H (8.39, 1.86, -13.02)
H (8.58, 3.54, -14.72)
C (11.17, 10.06, -18.01)
C (11.25, 11.28, -17.33)
C (10.34, 12.29, -17.61)
C (9.37, 12.11, -18.57)
C (9.44, 11.00, -19.40)
C (10.37, 9.99, -19.14)
H (11.84, 9.26, -17.72)
H (12.06, 11.39, -16.63)
H (10.39, 13.16, -16.96)
H (8.68, 12.92, -18.77)
H (8.78, 11.00, -20.26)
H (10.54, 9.28, -19.95)
Br (8.04, -0.35, -21.83)
C (7.97, 1.60, -21.54)
C (7.30, 2.32, -22.70)
Br (7.00, 4.20, -22.26)
H (9.02, 1.86, -21.50)
H (7.45, 1.76, -20.59)
H (6.31, 1.90, -22.86)
H (7.87, 2.20, -23.61)
C (8.80, 7.64, -16.04)
C (9.24, 6.33, -15.34)
O (9.88, 5.53, -16.34)
H (9.63, 8.22, -16.44)
H (8.12, 8.17, -15.37)
H (8.15, 7.37, -16.89)
H (8.38, 5.73, -15.04)
H (10.00, 6.49, -14.57)
H (9.23, 5.36, -17.03)
C (6.11, 4.79, -16.81)
C (4.99, 4.88, -17.81)
O (5.54, 4.74, -19.14)
H (6.45, 3.77, -16.97)
H (5.60, 4.89, -15.85)
H (6.90, 5.53, -16.85)
H (4.35, 5.77, -17.83)
H (4.26, 4.08, -17.63)
H (4.89, 4.37, -19.73)
C (9.88, 5.74, -20.45)
C (9.81, 4.42, -19.64)
O (8.69, 4.55, -18.74)
H (10.85, 5.81, -20.94)
H (9.66, 6.58, -19.80)
H (9.10, 5.60, -21.20)
H (10.68, 4.27, -19.01)
H (9.72, 3.56, -20.31)
H (7.92, 4.43, -19.32)
C (8.84, 6.85, -24.52)
C (7.40, 7.24, -24.48)
O (7.20, 8.32, -25.39)
H (9.57, 7.63, -24.25)
H (9.18, 6.48, -25.49)
H (9.11, 6.09, -23.78)
H (7.15, 7.55, -23.45)
H (6.64, 6.47, -24.61)
H (6.33, 8.27, -25.79)

Atomic partial charges in e from the Löwdin method, atoms 1 to 2:
1. C -0.09
2. C -0.10


[3]
This record from the OMol25 dataset describes a cluster of 2 separate species, C6H7NO in total at a distorted geometry. The level of theory is ωB97M-V/def2-TZVPD.

F_max ... 0.0421 hartree/bohr
HOMO level ... -8.10 eV
HOMO-LUMO gap ... 8.13 eV
Charge ... 0

CARTESIAN COORDINATES (ANGSTROEM)
C (1.54, 0.84, 0.40)
C (-0.99, 0.72, -1.31)
C (-0.56, 0.97, 0.10)
C (1.07, -0.47, 0.31)
C (0.02, -1.04, 1.06)
C (-0.53, -2.27, 0.68)
O (-1.00, 1.62, 0.96)
N (-1.03, -3.26, 0.33)
H (2.22, 1.19, -0.36)
H (1.50, 1.38, 1.34)
H (1.32, -1.00, -0.61)
H (-0.21, -0.67, 2.05)
H (-1.93, 0.16, -1.28)
H (-0.27, 0.15, -1.88)
H (-1.15, 1.69, -1.79)

Atomic partial charges in e from the Löwdin method, atoms 1 to 2:
1. C -0.02
2. C 0.01


[4]
This record from the OMol25 dataset describes a structure of composition C26H39N9O5Tm at a distorted geometry. The level of theory is ωB97M-V/def2-TZVPD.

F_max ... 0.0253 hartree/bohr
HOMO level (alpha / beta) ... -10.48 / -10.47 eV
HOMO-LUMO gap (alpha / beta) ... 8.21 / 8.21 eV
Charge ... +1
Multiplicity ... 3

CARTESIAN COORDINATES (ANGSTROEM)
Tm (-0.18, -0.68, -0.31)
C (-0.72, -3.89, 0.05)
N (-0.54, -3.02, -1.13)
C (0.62, -3.52, -1.92)
C (1.95, -2.77, -1.77)
C (2.51, -2.55, -0.36)
N (1.83, -1.46, 0.35)
C (2.50, -0.85, 1.27)
C (2.08, 0.27, 2.09)
C (3.10, 0.88, 2.84)
C (2.89, 2.01, 3.60)
C (1.60, 2.55, 3.64)
C (0.57, 1.95, 2.96)
C (0.76, 0.80, 2.16)
O (-0.27, 0.29, 1.54)
C (-1.76, -3.13, -1.98)
C (-3.07, -2.70, -1.31)
C (-3.44, -1.22, -1.51)
N (-2.26, -0.36, -1.59)
C (-2.32, 0.58, -2.47)
C (-1.22, 1.36, -2.97)
C (-1.48, 2.54, -3.68)
C (-0.47, 3.25, -4.28)
C (0.84, 2.75, -4.21)
C (1.12, 1.57, -3.56)
C (0.10, 0.84, -2.91)
O (0.35, -0.29, -2.32)
H (-1.19, -4.84, -0.22)
H (-1.33, -3.40, 0.81)
H (0.25, -4.09, 0.51)
H (0.37, -3.47, -2.98)
H (0.77, -4.58, -1.68)
H (1.86, -1.80, -2.26)
H (2.69, -3.35, -2.33)
H (3.57, -2.34, -0.44)
H (2.40, -3.47, 0.23)
H (3.52, -1.18, 1.47)
H (4.10, 0.46, 2.80)
H (3.70, 2.46, 4.16)
H (1.42, 3.45, 4.22)
H (-0.44, 2.35, 3.01)
H (-1.85, -4.17, -2.30)
H (-1.60, -2.52, -2.88)
H (-3.02, -2.95, -0.25)
H (-3.87, -3.30, -1.73)
H (-4.09, -0.89, -0.69)
H (-4.03, -1.14, -2.43)
H (-3.28, 0.77, -2.97)
H (-2.50, 2.90, -3.75)
H (-0.68, 4.17, -4.82)
H (1.65, 3.30, -4.69)
H (2.12, 1.18, -3.52)
N (-2.74, -1.01, 1.63)
N (-2.68, -1.27, 3.00)
C (-1.65, -1.82, 3.70)
N (-1.82, -1.80, 5.02)
N (-0.68, -2.42, 3.02)
N (0.38, -3.00, 3.67)
O (0.69, -2.73, 4.83)
O (1.08, -3.71, 2.97)
H (-2.69, -0.01, 1.46)
H (-3.62, -1.37, 1.31)
H (-3.37, -0.80, 3.57)
H (-2.63, -1.39, 5.45)
H (-1.05, -2.12, 5.58)
C (-0.89, 3.48, -0.13)
N (0.55, 3.66, -0.23)
C (1.03, 5.04, -0.21)
C (1.38, 2.63, -0.41)
C (2.85, 2.93, -0.55)
O (0.99, 1.45, -0.47)
H (-1.39, 3.92, -1.00)
H (-1.27, 3.95, 0.77)
H (-1.11, 2.42, -0.10)
H (0.23, 5.68, 0.15)
H (1.31, 5.38, -1.21)
H (1.88, 5.15, 0.45)
H (3.02, 3.67, -1.34)
H (3.36, 2.01, -0.80)
H (3.25, 3.32, 0.39)

Atomic partial charges in e from the Löwdin method, atoms 1 to 2:
1. Tm 1.45
2. C -0.08